Record 1
88
Properties=species:S:1:pos:R:3 method="wB97M-V/def2-TZVPD" total_charge=+2 total_energy_ev=-84884.9428 spin_multiplicity=5
Pm 4.396 -16.721 -5.327
C 6.476 -13.958 -4.932
C 6.042 -14.237 -3.556
O 4.766 -14.926 -3.628
C 4.337 -15.581 -2.447
C 5.201 -16.785 -2.035
O 5.391 -17.582 -3.220
C 6.676 -18.267 -3.210
C 6.875 -18.928 -4.530
O 6.489 -18.092 -5.642
C 7.453 -17.324 -6.377
C 7.704 -16.001 -5.678
O 6.407 -15.275 -5.591
H 7.439 -13.526 -5.021
H 5.766 -13.288 -5.458
H 5.980 -13.415 -2.879
H 6.774 -14.970 -3.048
H 3.295 -15.789 -2.681
H 4.379 -14.953 -1.586
H 4.638 -17.418 -1.348
H 6.264 -16.553 -1.630
H 6.602 -19.037 -2.441
H 7.396 -17.465 -3.081
H 6.157 -19.766 -4.682
H 7.906 -19.295 -4.600
H 6.975 -17.162 -7.332
H 8.331 -17.930 -6.470
H 8.476 -15.414 -6.173
H 8.105 -16.228 -4.685
C 1.666 -19.122 -4.447
P 3.218 -19.484 -5.340
C 2.837 -19.888 -6.999
C 1.953 -20.871 -7.261
C 1.689 -21.096 -8.635
C 2.180 -20.396 -9.672
C 3.158 -19.400 -9.380
C 3.536 -19.206 -8.041
C 3.857 -20.933 -4.618
C 4.089 -20.928 -3.232
C 4.925 -21.898 -2.703
C 5.452 -22.917 -3.452
C 5.141 -22.910 -4.796
C 4.373 -21.935 -5.367
C 1.202 -17.687 -4.647
C 0.041 -17.038 -4.295
C 0.252 -15.685 -4.682
C 1.520 -15.579 -5.189
C 2.140 -14.344 -5.784
P 2.954 -15.059 -7.320
C 3.766 -13.588 -8.037
C 3.110 -12.413 -8.184
C 3.798 -11.287 -8.559
C 5.154 -11.388 -8.699
C 5.868 -12.502 -8.598
C 5.160 -13.630 -8.285
C 1.679 -15.618 -8.394
C 0.733 -16.579 -8.061
C -0.236 -16.985 -9.003
C -0.145 -16.579 -10.346
C 0.897 -15.729 -10.692
C 1.876 -15.270 -9.734
N 2.186 -16.786 -5.094
H 1.795 -19.377 -3.374
H 0.975 -19.876 -4.876
H 1.504 -21.564 -6.549
H 0.844 -21.782 -8.868
H 1.903 -20.564 -10.679
H 3.631 -18.825 -10.056
H 4.404 -18.476 -7.898
H 3.539 -20.169 -2.530
H 5.099 -21.942 -1.647
H 6.137 -23.785 -3.084
H 5.381 -23.681 -5.491
H 4.211 -21.945 -6.454
H -0.797 -17.449 -3.783
H -0.570 -14.990 -4.511
H 2.858 -13.834 -5.144
H 1.339 -13.634 -6.089
H 2.063 -12.459 -8.082
H 3.361 -10.335 -8.835
H 5.636 -10.400 -8.984
H 6.899 -12.594 -8.707
H 5.712 -14.558 -8.144
H 0.617 -16.924 -7.044
H -1.138 -17.616 -8.897
H -0.883 -16.974 -11.069
H 1.106 -15.364 -11.656
H 2.605 -14.502 -9.994

***

Record 2
87
Properties=species:S:1:pos:R:3 method="wB97M-V/def2-TZVPD" spin_multiplicity=1 de_lowest_kj_mol=0.0
Li -0.604 0.202 -0.204
Te -0.313 -0.357 -2.813
C -2.164 -0.411 -3.836
C -3.121 0.592 -3.687
C -4.323 0.541 -4.380
C -4.592 -0.516 -5.237
C -3.648 -1.522 -5.390
C -2.450 -1.471 -4.693
H -2.922 1.425 -3.023
H -5.051 1.333 -4.249
H -5.528 -0.556 -5.781
H -3.847 -2.355 -6.053
H -1.724 -2.265 -4.816
C -2.050 -0.826 4.130
C -2.788 -1.254 2.860
C -3.792 -0.168 2.474
P -1.607 -1.660 1.465
C -2.689 -2.608 0.277
C -3.491 -1.665 -0.626
C -1.858 -3.523 -0.628
C -0.554 -2.950 2.307
C 0.716 -3.300 1.536
C -1.304 -4.198 2.771
H -2.776 -0.529 4.889
H -1.400 0.030 3.942
H -1.442 -1.620 4.559
H -3.345 -2.169 3.086
H -3.287 0.723 2.092
H -4.365 0.130 3.355
H -4.505 -0.504 1.726
H -3.376 -3.217 0.877
H -2.820 -1.142 -1.312
H -4.081 -0.925 -0.091
H -4.175 -2.252 -1.244
H -1.023 -2.978 -1.076
H -2.481 -3.868 -1.456
H -1.474 -4.402 -0.113
H -0.222 -2.423 3.207
H 0.516 -3.877 0.634
H 1.384 -3.888 2.169
H 1.247 -2.400 1.232
H -1.715 -4.764 1.935
H -2.124 -3.956 3.448
H -0.620 -4.859 3.308
C 6.472 -3.542 -0.167
C 5.462 -3.771 -1.089
C 4.380 -2.907 -1.159
C 4.307 -1.799 -0.320
C 5.318 -1.577 0.607
C 6.396 -2.448 0.682
As 2.760 -0.629 -0.555
C 3.529 0.610 -1.842
C 3.621 0.430 -3.213
C 4.171 1.435 -3.995
C 4.608 2.618 -3.410
C 4.509 2.803 -2.040
C 3.973 1.794 -1.245
C 3.805 1.848 0.216
C 4.169 2.903 1.045
C 3.944 2.818 2.412
C 3.349 1.690 2.960
C 2.974 0.636 2.137
C 3.208 0.712 0.775
H 7.316 -4.217 -0.107
H 5.513 -4.626 -1.752
H 3.585 -3.100 -1.873
H 5.274 -0.720 1.268
H 7.180 -2.267 1.406
H 3.245 -0.474 -3.675
H 4.244 1.305 -5.067
H 5.025 3.402 -4.029
H 4.852 3.730 -1.595
H 4.632 3.791 0.632
H 4.235 3.639 3.055
H 3.170 1.635 4.026
H 2.502 -0.241 2.567
Br -0.613 2.259 2.453
C 0.226 3.024 0.933
C 0.653 4.337 1.009
C 1.231 4.878 -0.128
C 1.349 4.090 -1.262
C 0.881 2.789 -1.224
N 0.323 2.249 -0.132
H 0.530 4.904 1.919
H 1.581 5.902 -0.123
H 1.795 4.467 -2.171
H 0.929 2.139 -2.091

***

Record 3
95
Properties=species:S:1:pos:R:3 method="wB97M-V/def2-TZVPD" total_charge=+3 spin_multiplicity=2 de_lowest_kj_mol=280.1
Ir -0.520 -0.701 0.355
C -2.941 1.505 3.175
O -2.212 0.395 2.697
C -2.091 -0.739 3.566
C -2.306 -2.013 2.781
O -1.280 -2.250 1.759
C -0.160 -3.080 2.153
C 1.054 -2.210 2.305
O 1.292 -1.502 1.056
C 2.382 -2.066 0.267
H -3.721 1.200 3.892
H -2.300 2.230 3.690
H -1.809 2.047 0.842
H -1.102 -0.716 4.033
H -2.835 -0.698 4.365
H -2.308 -2.874 3.448
H -3.243 -1.985 2.245
H -0.387 -3.597 3.085
H -0.028 -3.824 1.366
H 0.910 -1.443 3.066
H 1.946 -2.787 2.550
H 3.266 -2.064 0.904
H 2.133 -3.075 -0.056
H 2.533 -1.413 -0.584
C 1.769 1.967 -0.351
N 2.072 1.108 -1.459
C 0.955 0.936 -2.345
P -0.108 -0.475 -1.890
C 0.647 -2.029 -2.344
C -0.006 -3.196 -1.928
C 0.505 -4.435 -2.280
C 1.665 -4.510 -3.043
C 2.307 -3.353 -3.465
C 1.799 -2.107 -3.123
C -1.542 -0.221 -2.923
C -2.223 1.000 -2.849
C -3.239 1.277 -3.742
C -3.589 0.337 -4.707
C -2.928 -0.879 -4.773
C -1.906 -1.167 -3.880
C 3.416 1.005 -1.957
C 3.708 1.315 -3.282
C 5.005 1.186 -3.758
C 6.028 0.776 -2.916
C 5.743 0.494 -1.589
C 4.443 0.597 -1.114
P 0.506 1.243 0.816
C 1.338 1.133 2.422
C 0.669 1.408 3.616
C 1.324 1.280 4.832
C 2.651 0.876 4.871
C 3.329 0.609 3.687
C 2.677 0.734 2.473
C -0.828 2.447 1.075
C -3.741 2.135 2.086
C -3.929 3.487 1.881
C -3.047 4.566 2.043
C -1.659 4.627 1.994
C -0.652 3.687 1.572
H 1.351 2.934 -0.676
H 2.663 2.178 0.232
H 1.243 0.794 -3.386
H 0.302 1.816 -2.345
H -0.938 -3.142 -1.369
H -0.008 -5.339 -1.980
H 2.062 -5.477 -3.324
H 3.202 -3.419 -4.069
H 2.319 -1.216 -3.452
H -1.970 1.734 -2.091
H -3.764 2.221 -3.691
H -4.382 0.557 -5.408
H -3.204 -1.608 -5.522
H -1.385 -2.112 -3.955
H 2.944 1.691 -3.951
H 5.218 1.433 -4.789
H 7.040 0.689 -3.288
H 6.533 0.183 -0.918
H 4.242 0.350 -0.081
H -0.357 1.739 3.602
H 0.802 1.511 5.752
H 3.163 0.786 5.820
H 4.370 0.316 3.712
H 3.221 0.525 1.565
H -4.366 1.456 1.513
H -4.919 3.757 1.511
H -3.526 5.539 2.110
H -1.253 5.597 2.262
H 0.362 4.053 1.709
F -2.425 -0.352 -0.181
As -4.547 -0.880 -0.337
F -3.906 -2.438 -0.061
F -4.159 -1.007 -1.975
F -4.642 0.825 -0.481
F -6.172 -1.248 -0.443
F -4.546 -0.645 1.377

***

Record 4
92
Properties=species:S:1:pos:R:3 method="wB97M-V/def2-TZVPD" total_energy_ev=-78524.0396 spin_multiplicity=1
C 2.718 6.235 -0.407
N 2.478 4.819 -0.525
C 3.493 3.944 -0.778
O 4.650 4.248 -1.054
C 2.913 2.532 -0.676
C 3.415 1.764 0.557
C 4.873 1.421 0.397
C 5.251 0.476 -0.566
C 6.607 0.261 -0.831
C 7.578 0.981 -0.123
C 7.196 1.889 0.876
C 5.841 2.105 1.135
N 1.472 2.805 -0.620
C 0.615 1.770 -0.485
C -0.742 1.931 -0.275
C -1.663 0.905 -0.123
C -3.071 1.216 -0.189
C -4.079 0.296 -0.591
C -5.419 0.636 -0.593
C -5.845 1.946 -0.230
N -7.204 2.259 -0.097
C -7.826 2.430 1.207
C -7.970 2.853 -1.179
C -4.847 2.908 0.044
C -3.518 2.536 0.112
C 1.159 4.220 -0.368
C 0.627 4.461 1.052
C 0.170 4.821 -1.389
H 3.792 6.403 -0.465
H 2.215 6.776 -1.214
H 2.344 6.605 0.552
H 3.156 1.980 -1.607
H 3.243 2.411 1.434
H 2.812 0.852 0.655
H 4.482 -0.076 -1.113
H 6.900 -0.474 -1.585
H 8.635 0.853 -0.367
H 7.949 2.432 1.453
H 5.518 2.822 1.896
H 1.029 0.760 -0.590
H -1.105 2.957 -0.259
H -1.304 -0.119 -0.008
H -3.769 -0.692 -0.922
H -6.181 -0.106 -0.847
H -7.223 1.927 1.973
H -7.930 3.500 1.460
H -8.823 1.970 1.161
H -7.472 2.680 -2.138
H -8.966 2.393 -1.200
H -8.107 3.937 -1.035
H -5.133 3.945 0.242
H -2.816 3.313 0.423
H 1.387 4.163 1.789
H 0.384 5.529 1.153
H -0.279 3.875 1.237
H 0.643 4.869 -2.380
H -0.749 4.233 -1.473
H -0.104 5.835 -1.066
C -2.590 -2.979 -0.448
O -1.406 -2.295 0.124
C -0.414 -3.067 0.550
S 0.910 -3.435 -0.617
C 0.435 -4.513 -2.012
C 0.300 -5.899 -1.824
C -0.030 -6.750 -2.892
C -0.247 -6.229 -4.175
C -0.037 -4.860 -4.392
C 0.333 -4.019 -3.326
O 1.327 -2.165 -1.209
O 1.850 -4.225 0.173
S -0.885 -4.366 1.708
C 0.485 -4.548 2.839
C 0.990 -5.827 3.061
C 2.050 -5.979 3.961
C 2.610 -4.863 4.589
C 2.050 -3.600 4.386
C 0.968 -3.432 3.515
O -2.033 -3.938 2.491
O -0.914 -5.640 1.000
H -3.007 -2.248 -1.162
H -2.285 -3.923 -0.937
H -3.246 -3.168 0.413
H 0.446 -6.318 -0.828
H -0.152 -7.824 -2.706
H -0.613 -6.875 -4.984
H -0.201 -4.437 -5.394
H 0.549 -2.966 -3.513
H 0.569 -6.666 2.503
H 2.411 -6.985 4.158
H 3.448 -4.985 5.276
H 2.426 -2.731 4.920
H 0.502 -2.466 3.315

***

Record 5
104
Properties=species:S:1:pos:R:3 method="wB97M-V/def2-TZVPD" total_charge=+1 total_energy_ev=-109988.7315 spin_multiplicity=1
C 2.146 0.141 -1.076
C 0.656 0.331 -1.653
O 0.392 -0.793 -2.529
C -0.473 0.387 -0.503
N -1.785 -0.111 -1.012
C -2.530 0.971 -1.775
C -2.529 0.505 -3.315
O -3.602 1.068 -4.136
N -4.818 0.840 -3.617
C -5.426 -0.489 -3.749
Cl -4.581 -1.881 -4.600
C -6.858 -0.818 -3.206
C -7.689 0.313 -2.500
C -9.157 -0.075 -2.011
C -9.834 0.966 -0.986
C -9.997 0.181 0.431
Cl -8.316 -0.161 1.084
C -7.013 1.708 -2.381
C -5.566 1.920 -2.964
C -4.889 3.363 -2.883
P -4.788 4.087 -1.146
O -4.090 3.188 -0.116
O -3.808 5.501 -1.287
O -6.304 4.614 -0.591
H 2.241 -0.728 -0.319
H 2.571 1.090 -0.586
H 2.816 -0.130 -1.966
H 0.618 1.354 -2.197
H 0.170 -1.583 -1.991
H -0.123 -0.344 0.328
H -0.517 1.427 -0.023
H -2.368 -0.286 -0.173
H -3.567 1.034 -1.299
H -1.921 1.949 -1.660
H -1.540 0.900 -3.772
H -2.448 -0.635 -3.344
H -7.336 -1.860 -3.324
H -9.119 -1.116 -1.545
H -9.852 -0.145 -2.935
H -9.294 1.966 -0.885
H -10.921 1.129 -1.353
H -10.544 -0.830 0.247
H -10.671 0.764 1.155
H -7.557 2.581 -1.883
H -3.843 3.429 -3.340
H -5.558 4.070 -3.516
H -3.019 5.400 -0.707
H -6.353 5.606 -0.552
C -7.979 -6.626 1.581
C -9.338 -6.862 1.397
C -10.162 -5.850 0.914
C -9.610 -4.606 0.613
C -8.251 -4.361 0.802
C -7.436 -5.377 1.288
N -10.467 -3.546 0.080
O -11.656 -3.787 -0.055
O -9.941 -2.472 -0.206
H -7.338 -7.420 1.954
H -9.756 -7.836 1.629
H -11.219 -6.047 0.775
H -7.815 -3.393 0.575
H -6.376 -5.199 1.436
C 7.554 4.392 -1.711
C 6.164 4.310 -1.668
C 5.549 3.251 -1.010
C 6.337 2.279 -0.393
C 7.728 2.351 -0.439
C 8.335 3.413 -1.103
N 5.695 1.176 0.323
O 4.469 1.133 0.329
O 6.417 0.359 0.880
H 8.031 5.224 -2.221
H 5.561 5.076 -2.145
H 4.466 3.200 -0.983
H 8.348 1.598 0.033
H 9.416 3.481 -1.142
C 5.034 0.428 3.835
C 6.313 -0.098 3.674
C 7.107 -0.350 4.789
C 6.607 -0.076 6.061
C 5.331 0.458 6.228
C 4.545 0.710 5.107
N 7.430 -0.364 7.239
O 8.553 -0.815 7.054
O 6.947 -0.141 8.340
H 4.415 0.619 2.962
H 6.689 -0.314 2.680
H 8.101 -0.760 4.651
H 4.936 0.679 7.214
H 3.548 1.123 5.226
C 11.243 -3.291 0.673
C 10.450 -2.759 -0.341
C 10.407 -1.384 -0.542
C 11.167 -0.549 0.276
C 11.957 -1.075 1.297
C 11.991 -2.451 1.493
N 11.145 0.898 0.052
O 10.424 1.327 -0.843
O 11.847 1.597 0.766
H 11.278 -4.366 0.824
H 9.868 -3.419 -0.976
H 9.786 -0.983 -1.336
H 12.547 -0.432 1.941
H 12.604 -2.871 2.283